Computed, not measured: 2 unconnected molecules or ions with the total composition CH6S2 in a non-equilibrium geometry, with ωB97M-V with the def2-TZVPD basis set.

Output
Maximum force (Eh/bohr): 0.021
SMILES: SS.C
Relative energy (zero: lowest compared OMol25 entry of this formula, charge and spin) (kcal per mole): 6.8
HOMO-LUMO gap (eV): 8.982

Each line ends with the Löwdin charge.
Cartesian coordinates (Å):
S 3.556 3.630 2.563  0.209
S 2.056 4.501 3.684  0.209
H 2.734 2.959 1.746  -0.209
H 2.799 5.554 4.047  -0.209
C -2.195 -3.334 -2.418  -0.054
H -1.785 -2.748 -3.244  0.016
H -3.042 -2.763 -2.020  0.015
H -1.472 -3.520 -1.638  0.008
H -2.651 -4.280 -2.719  0.015